[1]
The following is a DFT calculation (the ωB97M-V functional and the def2-TZVPD basis) of the ion C2H8NO2 with charge +1 in a non-equilibrium geometry.

Last column: Löwdin charge in e.
Cartesian coordinates (Å):
1 C 1.5314 0.4856 0.4137  0.01
2 N 0.0529 0.5630 0.1532  0.02
3 C -0.8096 -0.7448 -0.0104  -0.25
4 O -0.1689 -1.6320 -0.8049  0.08
5 O -2.0965 -0.0845 -0.7189  0.00
6 H 2.1061 -0.0012 -0.3850  0.11
7 H 1.9605 1.4690 0.3732  0.11
8 H 1.5826 -0.1324 1.2673  0.09
9 H -0.3937 0.9441 1.1222  0.24
10 H -0.1569 1.3837 -0.4931  0.20
11 H -0.9611 -1.1393 0.9359  0.15
12 H 0.0985 -1.3200 -1.7348  0.19
13 H -2.7450 0.2088 -0.1185  0.05

Calculated values
* lowest unoccupied orbital energy: -3.935 eV
* frontier orbital gap: 0.4533 Eh
* SMILES: C[NH2+]C(O)O
* charge: +1
* electronic energy: -7780.2802 eV



[2]
The following is a DFT calculation (the ωB97M-V functional and the def2-TZVPD basis) of a structure of composition C10H26F6N5OPdS2Sb.

Last column: Mulliken spin population.
Cartesian coordinates (Å):
1 Pd -0.5274 0.7709 -0.1972  0.38
2 N 1.4650 0.9535 -0.8086  0.00
3 C 1.7416 1.8413 -1.9587  0.00
4 C 1.3362 3.2757 -1.6684  0.00
5 C -0.1613 3.4916 -1.5421  0.00
6 N -0.7187 2.8263 -0.3452  0.04
7 H 1.9242 1.3155 0.0286  -0.01
8 H 1.8321 0.0207 -0.9722  0.00
9 H 1.1988 1.4538 -2.8231  0.00
10 H 2.8080 1.8033 -2.1889  0.00
11 H 1.6995 3.8988 -2.4864  0.00
12 H 1.8404 3.6293 -0.7632  0.00
13 H -0.6824 3.1053 -2.4190  0.00
14 H -0.3701 4.5603 -1.4711  0.00
15 H -1.7005 3.0670 -0.2375  0.00
16 H -0.2713 3.1723 0.5058  0.00
17 F 1.1428 2.1210 1.6869  0.00
18 Sb 0.1265 2.1642 3.3594  0.00
19 F 1.0314 3.7394 3.7848  0.00
20 F 1.4433 1.0578 4.1060  0.00
21 F -1.1463 3.1494 2.3321  0.00
22 F -0.7448 0.6024 2.6706  0.01
23 F -0.9511 2.1803 4.8758  0.00
24 C -5.5112 0.3909 -0.4677  0.00
25 O -4.4655 0.3388 -1.4714  0.00
26 C -3.2316 0.4449 -1.0918  -0.05
27 S -2.7287 0.6441 0.5183  0.10
28 S -2.0020 0.4171 -2.2661  0.51
29 H -6.4381 0.3016 -1.0214  0.00
30 H -5.4646 1.3413 0.0604  0.00
31 H -5.3919 -0.4401 0.2250  0.00
32 C 3.0404 -2.4043 0.0515  0.00
33 N 1.8074 -1.7705 0.4964  0.00
34 C 1.9061 -1.0345 1.7585  0.01
35 C 0.5916 -2.1166 -0.0084  -0.01
36 N -0.4052 -1.2558 -0.0068  0.02
37 N 0.4402 -3.3498 -0.5451  0.00
38 C -0.6600 -3.6207 -1.4592  0.00
39 C 0.9964 -4.5334 0.1081  0.00
40 H 3.8069 -1.6343 -0.0579  0.00
41 H 2.8919 -2.8916 -0.9089  0.00
42 H 3.4139 -3.1359 0.7712  0.00
43 H 2.3314 -1.6863 2.5253  0.00
44 H 0.9237 -0.7078 2.0792  0.00
45 H 2.5612 -0.1678 1.6648  0.00
46 H -1.3008 -1.6991 -0.1536  0.00
47 H -1.5813 -3.8801 -0.9271  0.00
48 H -0.3855 -4.4665 -2.0871  0.00
49 H -0.8410 -2.7580 -2.0973  0.00
50 H 1.5655 -4.2532 0.9880  0.00
51 H 1.6365 -5.0921 -0.5751  0.00
52 H 0.1786 -5.1805 0.4299  0.00

Calculated values
* lowest unoccupied orbital energy (spin up / spin down): -3.998 / -5.374 eV
* frontier orbital gap (spin up / spin down): 0.2955 / 0.2685 Eh
* multiplicity: 2
* charge: +1
* electronic energy: -68281.9122 eV
* <S²>: 0.76



[3]
The following is a DFT calculation (the ωB97M-V functional and the def2-TZVPD basis) of a cluster of 4 separate species, C3H16N2O3 in total in a non-equilibrium geometry.

Last column: Löwdin charge in e.
Cartesian coordinates (Å):
1 C -1.1546 -0.0749 2.1802  -0.10
2 C -1.2648 -1.0183 1.0032  -0.29
3 N -0.0343 -1.7991 0.7963  -0.08
4 C 0.5616 -1.8289 -0.5419  -0.31
5 N 0.5921 -3.1772 -1.1220  -0.01
6 H -2.0200 0.5848 2.1419  0.07
7 H -0.2430 0.5225 2.0865  0.07
8 H -1.0611 -0.6052 3.1240  0.07
9 H -2.0655 -1.7200 1.2037  0.10
10 H -1.4594 -0.5100 0.0564  0.10
11 H 0.6740 -1.5583 1.4671  0.08
12 H 1.6034 -1.5214 -0.4920  0.11
13 H -0.0200 -1.2038 -1.2141  0.10
14 H 1.0620 -3.7616 -0.4419  0.05
15 H -0.3607 -3.5283 -1.1048  0.06
16 O -1.5407 4.6460 -3.5652  -0.07
17 H -0.6322 4.9713 -3.6542  -0.02
18 H -2.1490 5.2492 -3.9926  0.03
19 O 2.1039 -2.7896 4.8480  -0.06
20 H 2.1744 -1.8387 4.7881  0.03
21 H 1.3805 -3.2148 4.3873  0.03
22 O 1.1295 4.7809 -4.3283  -0.05
23 H 1.7398 5.3756 -3.8806  0.05
24 H 0.9841 4.0198 -3.7454  0.06

Calculated values
* lowest unoccupied orbital energy: 0.583 eV
* frontier orbital gap: 0.3439 Eh
* SMILES: CCNCN.O.O.O
* electronic energy: -12492.5110 eV



[4]
The following is a DFT calculation (the ωB97M-V functional and the def2-TZVPD basis) of an isolated molecule of C5H14N2O3S in a non-equilibrium geometry.

Last column: Löwdin charge in e.
Cartesian coordinates (Å):
1 C -3.4756 1.2485 0.5449  -0.12
2 C -2.0530 0.7630 0.7346  -0.25
3 C -1.7307 -0.7813 0.5264  -0.24
4 O -0.3699 -0.9501 0.7475  -0.26
5 S 0.4547 -1.1878 -0.7035  0.72
6 O 0.8408 -2.5803 -0.8197  -0.30
7 O -0.3655 -0.7151 -1.7886  -0.30
8 C 2.0290 -0.1728 -0.2243  -0.69
9 C 2.9288 -0.3351 -1.4135  -0.05
10 N 1.5335 1.2187 -0.0088  0.11
11 N 2.4349 -0.7340 0.9370  0.11
12 H -3.5102 2.3866 0.5257  0.08
13 H -3.7270 0.8783 -0.5343  0.11
14 H -4.1126 0.9386 1.4123  0.08
15 H -1.7608 1.1966 1.7102  0.11
16 H -1.3436 1.1463 0.0139  0.07
17 H -2.2683 -1.4032 1.1552  0.11
18 H -1.8373 -0.8270 -0.5462  0.08
19 H 3.3786 -1.3179 -1.4938  0.08
20 H 2.4732 0.1672 -2.3778  0.13
21 H 3.7743 0.3777 -1.2302  0.10
22 H 0.8527 1.5346 -0.7146  0.10
23 H 1.3173 1.3188 0.9145  0.03
24 H 2.7209 -1.6710 0.9585  0.10
25 H 1.8156 -0.4990 1.6746  0.09

Calculated values
* lowest unoccupied orbital energy: 0.803 eV
* frontier orbital gap: 0.3748 Eh
* SMILES: CCCOS(=O)(=O)C(C)(N)N
* electronic energy: -25368.2106 eV



[5]
The following is a DFT calculation (the ωB97M-V functional and the def2-TZVPD basis) of an isolated molecule of C9H8N2OS in a non-equilibrium geometry.

Last column: Löwdin charge in e.
Cartesian coordinates (Å):
1 C 0.1482 2.8772 -0.1933  -0.04
2 O 0.7118 1.8614 0.7652  -0.12
3 C 1.3725 0.7310 0.2001  -0.21
4 C 2.6663 0.5585 0.4768  -0.01
5 C 3.2849 -0.7159 0.0606  -0.04
6 C 2.5628 -1.6358 -0.7735  -0.08
7 C 1.1717 -1.4340 -0.9895  -0.03
8 C 0.5848 -0.2849 -0.5177  -0.23
9 N -0.7861 -0.1180 -0.8223  0.01
10 C -1.7033 -0.4751 0.0252  -0.85
11 S -1.6087 -1.1770 1.5302  0.71
12 C -2.9455 0.0935 -0.4875  -0.22
13 N -3.9721 0.1278 -1.0623  0.17
14 H 1.1211 3.5152 -0.5135  0.13
15 H -0.2916 2.6146 -1.1706  0.07
16 H -0.5200 3.5638 0.2651  0.06
17 H 3.2489 1.2038 1.0386  0.09
18 H 4.3238 -1.0073 0.5482  0.14
19 H 3.0721 -2.6186 -1.0606  0.12
20 H 0.4253 -2.0551 -1.5847  0.15
21 H -0.8814 0.3687 -1.7414  0.19

Calculated values
* lowest unoccupied orbital energy: -0.416 eV
* frontier orbital gap: 0.3138 Eh
* SMILES: COc1ccccc1NC(=S)C#N
* electronic energy: -25322.3686 eV



[6]
The following is a DFT calculation (the ωB97M-V functional and the def2-TZVPD basis) of an isolated molecule of C14H15N3O.

Last column: Löwdin charge in e.
Cartesian coordinates (Å):
1 C -1.5764 0.0053 1.8520  -0.06
2 C -0.3101 0.6280 1.2662  -0.18
3 N 0.5159 -0.3747 0.6414  0.02
4 C 0.5197 -0.7807 -0.6708  -0.37
5 N -0.1488 -0.0918 -1.6598  0.07
6 C 0.2537 1.2805 -1.9817  -0.11
7 C -0.9505 2.1252 -2.2458  -0.27
8 C -1.6403 2.3859 -3.3929  -0.03
9 C -2.7262 3.2176 -3.0246  -0.06
10 C -2.6177 3.3971 -1.6820  -0.12
11 O -1.5486 2.7409 -1.2013  0.03
12 N 1.1638 -1.8957 -0.8783  0.17
13 C 1.6228 -2.2890 0.3544  -0.23
14 C 2.3753 -3.3954 0.7241  -0.02
15 C 2.7085 -3.5285 2.0573  -0.11
16 C 2.3101 -2.5904 3.0081  -0.11
17 C 1.5621 -1.4811 2.6596  -0.03
18 C 1.2221 -1.3431 1.3257  -0.17
19 H -1.3243 -0.7591 2.5833  0.07
20 H -2.1769 0.7716 2.3352  0.07
21 H -2.1639 -0.4536 1.0601  0.08
22 H -0.5899 1.3786 0.5281  0.09
23 H 0.2745 1.1100 2.0568  0.12
24 H -0.2113 -0.6718 -2.4871  0.13
25 H 0.9034 1.2986 -2.8649  0.13
26 H 0.8127 1.6964 -1.1405  0.13
27 H -1.4035 2.0354 -4.3764  0.11
28 H -3.4772 3.6213 -3.6717  0.10
29 H -3.2101 3.9492 -0.9800  0.12
30 H 2.6855 -4.1175 -0.0139  0.11
31 H 3.2935 -4.3788 2.3762  0.10
32 H 2.5921 -2.7338 4.0409  0.10
33 H 1.2600 -0.7569 3.4021  0.11

Calculated values
* lowest unoccupied orbital energy: 0.826 eV
* frontier orbital gap: 0.3208 Eh
* SMILES: CCn1c(NCc2ccco2)nc2ccccc21
* electronic energy: -21279.1935 eV



- Which of these has the lowest electronic energy?
  C10H26F6N5OPdS2Sb



- What is the electronic energy in the fourth record?
  -25368.2106 eV



- What is the electronic energy in the second record?
  -68281.9122 eV